ORCA calculation (wB97M-V/def2-TZVPD) on a molecular structure, C52H48N3O3P2Pt.

```
! wB97M-V def2-TZVPD RIJCOSX def2/J DEFGRID3
* xyz 1 5
Pt 0.434 -0.279 -0.018
C 2.878 1.666 -1.072
P 2.868 -0.170 -0.768
C 4.415 -0.411 0.155
C 4.928 -1.705 0.264
C 6.097 -1.937 0.969
C 6.761 -0.885 1.589
C 6.245 0.400 1.507
C 5.072 0.635 0.803
C 3.124 -1.084 -2.306
C 4.363 -1.137 -2.950
C 4.538 -1.975 -4.038
C 3.483 -2.763 -4.488
C 2.251 -2.712 -3.857
C 2.070 -1.878 -2.761
C 2.170 2.282 0.079
C 2.386 3.518 0.809
C 1.476 3.536 1.816
C 0.744 2.297 1.719
C -0.348 1.749 2.556
P 0.156 0.334 3.646
C -0.881 -1.099 3.432
C -0.498 -2.252 4.129
C -1.159 -3.446 3.903
C -2.189 -3.501 2.973
C -2.571 -2.360 2.280
C -1.913 -1.163 2.495
C 0.067 0.986 5.317
C -0.453 0.258 6.385
C -0.397 0.782 7.669
C 0.168 2.030 7.893
C 0.676 2.765 6.829
C 0.636 2.244 5.550
N 1.186 1.582 0.658
H 2.320 1.816 -1.997
H 3.879 2.072 -1.206
H 4.415 -2.536 -0.209
H 6.496 -2.941 1.031
H 7.675 -1.068 2.139
H 6.752 1.221 1.999
H 4.685 1.646 0.764
H 5.189 -0.529 -2.598
H 5.503 -2.028 -4.526
H 3.633 -3.424 -5.333
H 1.434 -3.332 -4.204
H 1.122 -1.857 -2.239
H 3.098 4.292 0.558
H 1.308 4.325 2.535
H -1.086 1.336 1.863
H -0.808 2.498 3.197
H 0.338 -2.222 4.820
H -0.846 -4.338 4.430
H -2.683 -4.444 2.772
H -3.373 -2.407 1.555
H -2.214 -0.290 1.938
H -0.926 -0.700 6.221
H -0.797 0.210 8.495
H 0.206 2.430 8.899
H 1.109 3.743 7.000
H 1.051 2.816 4.725
C -4.623 3.327 0.708
C -3.212 2.916 1.148
C -2.144 3.494 0.245
C -1.918 4.873 0.300
C -1.007 5.494 -0.531
C -0.322 4.737 -1.475
C -0.516 3.368 -1.563
C 0.068 2.580 -2.710
C -0.944 2.446 -3.856
C -1.397 2.730 -0.668
N -1.417 1.317 -0.701
C -2.458 0.604 -0.977
C -2.376 -0.807 -0.979
C -3.340 -1.775 -1.273
C -2.711 -3.015 -1.149
C -1.387 -2.757 -0.780
N -1.181 -1.433 -0.688
H -5.373 2.965 1.415
H -4.857 2.922 -0.278
H -4.708 4.412 0.648
H -3.161 1.831 1.164
H -3.046 3.269 2.171
H -2.486 5.467 1.012
H -0.850 6.564 -0.466
H 0.357 5.224 -2.169
H 0.330 1.577 -2.371
H 0.962 3.084 -3.085
H -1.851 1.947 -3.511
H -0.525 1.860 -4.676
H -1.219 3.429 -4.240
H -3.406 1.070 -1.256
H -4.369 -1.575 -1.545
H -3.143 -3.992 -1.311
H -0.596 -3.461 -0.568
O 2.756 -4.395 3.951
C 2.896 -3.082 3.889
C 3.596 -2.444 4.932
C 3.796 -1.076 4.921
C 3.316 -0.308 3.871
C 2.600 -0.933 2.843
C 2.367 -2.315 2.838
C 1.580 -2.984 1.737
O 1.514 -4.231 1.763
O 0.909 -2.287 0.911
H 2.217 -4.633 3.133
H 3.989 -3.062 5.730
H 4.355 -0.612 5.725
H 3.529 0.752 3.819
H 2.416 -0.398 1.927
*
```

LUMO energy (alpha / beta) = -2.1 / -5.3 eV
molar mass = 1020.0 g mol⁻¹
max |F| = 0.86 eV/Å
energy = -3202.08137 a.u.
relative energy (zero: lowest compared OMol25 entry of this formula, charge and spin) = 195.28 kJ/mol